119
Properties=species:S:1:pos:R:3:forces:R:3 method="wB97M-V/def2-TZVPD" orbital_gap_ev="5.2651 / 5.2670" spin_multiplicity=4 s2=3.753
Nd 1.26778 -1.40707 0.74569 -0.39 -0.52 -0.66
C -3.18689 1.29654 -5.25181 -0.47 -0.54 -1.50
C -2.14111 0.21145 -5.66118 0.46 0.65 0.85
C -2.85872 -1.15002 -5.80305 -0.47 0.13 0.61
C -1.42611 0.60963 -6.96740 -0.67 0.01 -0.38
C -1.14707 0.20741 -4.47365 -0.04 -1.19 0.33
C -1.55214 -0.37639 -3.24997 1.99 0.04 -0.99
C -0.58446 -0.74495 -2.30820 0.01 0.76 -0.51
Se -1.30613 -1.81105 -0.85317 0.22 1.37 -0.16
C -2.16597 -0.32489 0.03585 -0.49 1.12 1.20
C -3.55889 -0.34448 0.21344 0.64 -0.68 -0.26
C -4.18283 0.51082 1.13339 -0.25 0.32 -0.23
C -3.48592 1.64934 1.53589 1.06 0.17 -0.49
C -2.13591 1.86061 1.16542 -0.58 -1.61 -0.88
C -1.39223 0.72251 0.66387 -0.57 -1.08 0.03
O -0.08321 0.51768 0.85132 -0.34 0.31 -0.10
C -1.60545 3.25653 1.22955 0.04 0.57 0.44
C -0.24820 3.40196 0.56279 0.68 -0.01 -0.13
C -2.53958 4.26681 0.54004 -1.34 0.74 -1.13
C -1.54650 3.65379 2.68476 -0.32 -0.65 1.90
C -5.66376 0.37754 1.47515 -0.14 -0.46 0.83
C -6.01679 -1.12057 1.72799 -0.75 -0.02 -0.68
C -6.41679 0.87637 0.24885 -1.69 0.99 0.94
C -5.98989 1.10448 2.80516 -0.54 -0.83 0.61
C 0.79033 -0.30067 -2.36595 -1.93 1.26 -2.14
O 1.62848 -0.58474 -1.44835 1.08 -0.79 2.13
C 1.11741 0.53960 -3.52669 -0.77 -0.16 0.93
C 0.19186 0.60823 -4.56788 -0.28 -0.14 0.47
C 2.46415 1.28310 -3.71909 0.31 -1.24 1.02
C 3.01214 1.93408 -2.44759 -0.83 0.89 0.85
C 2.44137 2.40533 -4.69529 0.38 0.12 -2.14
C 3.41548 0.13038 -4.11760 -0.40 1.01 -0.59
H -3.88204 1.47257 -6.11091 0.12 -0.21 0.80
H -3.71405 1.06255 -4.32409 -0.14 -0.34 -0.28
H -2.71472 2.23159 -5.05430 0.65 0.76 0.00
H -3.53793 -1.18466 -6.67444 0.42 0.07 0.24
H -2.21056 -2.03457 -5.77995 0.18 0.38 -0.35
H -3.48796 -1.26452 -4.90765 -0.04 -0.07 -0.33
H -2.19774 0.69248 -7.76671 0.50 0.15 0.42
H -0.89984 1.56978 -6.85595 -0.30 -0.23 -0.16
H -0.69878 -0.13502 -7.33113 -0.21 0.12 0.41
H -2.56090 -0.66991 -3.07849 -0.63 -0.21 0.01
H -4.09068 -1.09292 -0.40691 0.06 0.40 0.85
H -3.97401 2.47799 2.09078 0.26 -0.85 -0.52
H -0.36679 3.16112 -0.49339 0.13 0.00 -0.15
H 0.18312 4.42048 0.63582 -0.46 -0.37 0.08
H 0.47600 2.68944 0.96237 -0.13 0.20 0.05
H -2.67580 4.09741 -0.56053 0.57 -0.11 0.78
H -3.59814 4.23836 0.88630 0.76 -0.07 0.22
H -2.21366 5.33715 0.64428 0.03 -1.01 0.11
H -1.05301 2.89404 3.37683 -0.40 0.80 -1.04
H -0.98499 4.55315 2.71429 0.57 1.06 0.53
H -2.55126 3.85977 3.14632 0.81 -0.23 -0.58
H -5.76817 -1.68811 0.81761 -0.15 0.01 0.32
H -5.41395 -1.55154 2.54091 -0.34 0.22 -0.08
H -7.13385 -1.27409 1.90380 1.44 0.29 -0.01
H -6.24258 0.12878 -0.49539 0.07 -0.07 -0.98
H -7.54036 0.89657 0.45136 1.29 0.07 -0.29
H -6.07972 1.90048 -0.06664 -0.30 -1.04 0.18
H -5.30150 0.67460 3.55571 -0.06 0.44 -0.18
H -5.86133 2.19465 2.79030 -0.27 -0.32 -0.03
H -7.01034 0.81084 3.22214 1.03 0.63 -0.92
H 0.59044 0.98948 -5.49271 -0.36 0.23 -0.15
H 2.27602 2.64601 -1.96369 0.34 -0.99 -0.37
H 3.36189 1.20452 -1.74202 0.01 -0.32 0.45
H 3.84128 2.60218 -2.66883 0.34 -0.17 -0.33
H 1.80128 3.23975 -4.39607 -0.22 -0.24 -0.18
H 3.45643 2.83050 -4.83509 -0.37 -0.31 0.27
H 2.18990 1.99691 -5.69930 -0.15 0.73 0.43
H 3.21496 -0.62035 -3.39732 0.30 -0.96 0.58
H 3.22462 -0.26613 -5.11720 -0.27 0.08 0.00
H 4.44402 0.42903 -4.09422 0.78 0.17 0.18
Se 7.04684 1.69650 6.00444 -1.16 -1.25 -0.15
N 5.86781 2.34418 4.78810 -0.12 -2.03 0.47
C 5.08504 1.31836 4.48302 0.21 0.72 -0.17
C 4.14543 1.44181 3.35591 0.10 -0.57 -0.71
C 4.09347 2.61334 2.57368 -0.42 -0.76 -1.04
C 3.46117 2.57355 1.30498 1.13 0.91 -0.45
C 2.76432 1.42479 0.94702 -0.69 -0.72 1.23
N 2.67007 0.38007 1.81432 0.94 -0.21 -0.94
C 3.46861 0.27058 2.89413 -0.59 3.40 -0.27
C 3.47989 -0.91878 3.67778 1.17 -2.21 2.51
N 2.66558 -1.92562 3.34608 0.04 -0.62 0.14
C 2.75457 -3.09628 4.01404 0.20 -0.29 0.78
C 3.67373 -3.35321 5.06569 -0.05 1.47 -0.29
C 4.49078 -2.27581 5.48155 -0.82 -0.58 0.77
C 4.38460 -1.06150 4.83252 -0.92 -0.29 -2.16
C 5.27313 0.01568 5.16888 1.11 2.57 0.26
N 6.26950 -0.00911 6.03575 -0.24 1.20 -0.73
H 4.63088 3.48695 2.92529 -0.05 -0.06 -0.15
H 3.63083 3.37872 0.50719 -0.54 -1.06 1.58
H 2.15079 1.29474 0.03099 0.65 0.39 0.61
H 2.01972 -3.90205 3.79356 0.57 0.84 -0.28
H 3.69239 -4.30907 5.58812 -0.07 0.25 -0.28
H 5.10734 -2.23992 6.41290 -0.36 -0.64 -1.05
N -0.28069 0.00410 3.82941 -0.06 1.49 0.22
C -0.55643 -1.30794 3.74111 -0.12 -0.48 0.70
N -0.44428 -2.06284 2.68020 -0.15 -0.44 0.11
C -0.84872 -3.38939 2.94493 -0.24 0.83 3.31
C -1.19642 -3.55458 4.30579 0.51 -0.39 -3.13
S -1.02451 -2.15038 5.25298 0.12 0.57 -1.45
C -0.79821 -4.40294 1.89212 -0.10 -0.33 0.04
C -1.37811 -5.65544 1.90827 -0.21 1.87 1.73
S -1.21814 -6.44500 0.43399 1.34 0.51 -1.09
C -0.07840 -5.11758 -0.05177 -1.74 0.63 2.78
N -0.05181 -4.04769 0.75939 -0.45 -2.42 -0.15
N 0.75161 -5.31434 -1.01861 2.01 -0.13 -2.39
H -0.18847 0.58753 2.97730 -0.14 -0.77 0.31
H -0.66362 0.49184 4.65104 0.42 -0.43 -0.84
H -1.61873 -4.44258 4.68724 -0.18 -0.77 0.55
H -1.89904 -6.10750 2.75517 -0.07 0.35 -0.53
H 0.68011 -6.17705 -1.55893 0.39 0.70 0.30
H 1.64593 -4.78302 -0.95546 -0.62 -0.47 -0.40
Cl 5.15106 -2.66476 -3.18201 0.93 0.39 0.04
C 6.60672 -2.19688 -2.20045 -0.83 -0.45 0.01
Cl 6.26676 -0.73744 -1.20355 0.25 -0.59 -0.39
H 7.45834 -1.96860 -2.85814 -0.54 -0.21 0.30
H 6.73521 -3.09295 -1.56621 0.27 0.89 -0.10
I 3.73363 -3.39220 0.14208 -0.31 0.00 0.23

104
Properties=species:S:1:pos:R:3:forces:R:3 method="wB97M-V/def2-TZVPD" orbital_gap_ev=3.9468 charge=+1
C -3.24814 4.48462 13.23479 -0.10 -0.08 0.15
C -2.31292 5.32176 12.36449 0.24 0.32 0.19
C -1.21819 4.49070 11.71803 0.23 -0.17 -0.10
C -1.66347 6.43892 13.18187 -0.09 -0.23 -0.25
C -0.86412 6.11192 14.28172 -0.04 0.21 -0.01
C -0.39129 7.11238 15.12199 -0.05 0.08 -0.13
C -0.72304 8.43965 14.85529 0.03 -0.44 0.03
C -1.48084 8.80211 13.74493 -0.08 0.43 -0.15
C -1.83685 10.29377 13.61874 0.11 -0.33 -0.30
C -0.63922 11.20537 13.89721 0.22 0.05 -0.13
C -2.97067 10.69378 14.55819 -0.37 -0.06 0.29
C -1.90633 7.78027 12.86382 -0.70 -0.45 0.15
N -2.84925 8.07638 11.78987 -0.29 -0.93 -0.66
P -2.81313 7.86875 10.03550 3.32 2.48 -0.14
H -3.10516 6.39127 9.01400 -1.18 0.84 1.50
N -3.86755 9.27063 10.01841 -0.25 -0.99 -0.59
C -4.07144 10.35596 9.06823 -0.63 -0.39 0.02
C -4.67593 10.05580 7.84273 -0.09 -0.27 -0.10
C -5.05010 8.61475 7.49796 0.19 0.42 0.15
C -4.37827 8.23070 6.19545 0.14 -0.02 -0.36
C -6.56489 8.43328 7.44856 -0.20 0.06 0.01
C -5.00488 11.08299 6.95280 0.11 0.08 0.21
C -4.80830 12.40979 7.31668 0.07 -0.06 0.12
C -4.28276 12.70293 8.57466 -0.17 -0.19 -0.34
C -3.90818 11.70204 9.46849 0.19 0.08 0.39
C -3.40474 12.16223 10.84847 0.11 -0.35 -0.29
C -4.55120 12.57889 11.76406 -0.44 0.04 0.15
C -2.41466 13.32564 10.75443 0.23 0.02 -0.10
C -4.65877 9.27195 11.15721 0.08 0.28 1.03
C -4.08028 8.59294 12.16098 -0.53 0.89 0.13
H -4.00041 5.11932 13.72120 0.16 -0.15 -0.09
H -3.77864 3.73952 12.62900 0.12 0.08 0.10
H -2.68776 3.95991 14.02209 -0.17 0.10 -0.19
H -2.91742 5.77061 11.57136 0.08 -0.11 0.13
H -0.54797 5.14078 11.14393 -0.04 -0.16 0.04
H -0.62338 3.98915 12.49334 -0.07 0.00 -0.28
H -1.63559 3.73671 11.04276 0.04 -0.01 0.12
H -0.64694 5.06504 14.49818 -0.08 0.28 -0.02
H 0.21168 6.87067 15.99782 -0.16 0.02 -0.25
H -0.40091 9.21608 15.54246 0.00 -0.14 -0.10
H -2.16388 10.48520 12.59288 0.13 -0.26 0.22
H 0.25042 10.86309 13.35706 -0.10 0.12 0.11
H -0.86870 12.22794 13.57057 0.05 -0.20 0.10
H -0.40463 11.24870 14.96995 -0.02 0.00 -0.29
H -3.88262 10.11065 14.37655 0.23 0.23 0.13
H -2.67481 10.54575 15.60943 -0.08 0.02 -0.31
H -3.21890 11.75666 14.42579 0.09 -0.28 0.06
H -4.66918 7.95678 8.28365 -0.09 0.07 -0.16
H -3.29789 8.39645 6.26977 -0.17 -0.01 -0.10
H -4.54715 7.17628 5.95701 -0.09 0.06 -0.07
H -4.75673 8.84623 5.36851 0.08 -0.22 0.09
H -7.02948 8.75575 8.38967 0.09 -0.06 -0.21
H -7.00205 9.02615 6.63244 0.06 -0.15 0.19
H -6.82165 7.37862 7.29027 0.03 0.17 -0.03
H -5.44839 10.83531 5.98757 0.07 0.11 0.26
H -5.08161 13.22112 6.64149 0.06 -0.24 0.15
H -4.17680 13.73974 8.88010 0.00 -0.15 -0.10
H -2.88167 11.32548 11.32041 -0.18 0.09 -0.32
H -5.26790 11.76289 11.92111 0.16 0.32 0.02
H -4.16490 12.88180 12.74785 -0.10 -0.05 -0.28
H -5.09633 13.43574 11.33643 0.15 -0.25 0.11
H -1.64704 13.12954 9.99759 -0.09 0.10 0.13
H -2.92156 14.26875 10.50723 0.17 -0.22 0.05
H -1.91512 13.46552 11.72201 -0.12 0.00 -0.20
H -5.53812 9.88996 11.19876 -0.19 -0.19 -0.04
H -4.39094 8.54190 13.18939 -0.22 -0.22 -0.01
C -4.96603 4.66729 0.55264 0.15 -0.04 0.43
C -4.82217 3.45811 1.24873 0.11 0.10 0.25
C -4.25917 3.44082 2.53012 0.13 0.24 -0.06
C -3.78269 4.63052 3.13219 -0.32 -0.06 -0.49
C -3.16405 4.64603 4.47541 -0.42 0.71 0.62
C -3.67904 3.81973 5.50297 -0.17 0.38 -0.17
C -3.17923 3.57305 6.78627 0.26 -1.10 -1.04
C -3.47907 2.33433 7.46808 -0.84 -0.69 0.29
C -2.75913 1.91126 8.61527 -0.11 0.35 -0.02
C -3.06260 0.71149 9.26015 0.01 -0.03 0.13
C -4.09189 -0.11722 8.79276 0.37 0.24 -0.55
C -4.76214 0.23675 7.61152 0.09 0.55 -0.15
C -4.47268 1.44281 6.96673 0.07 -0.24 0.57
C -2.08915 5.58213 4.74168 0.60 0.89 -0.09
C -1.92211 6.17477 6.01218 0.36 -0.47 0.25
C -0.77413 6.89652 6.32849 -0.21 0.05 0.07
C 0.14755 7.22627 5.33326 -0.35 -0.30 -0.34
C -0.07072 6.76698 4.02822 -0.12 0.00 0.02
C -1.15715 5.94582 3.73791 -0.02 -0.22 0.12
C -3.95204 5.84207 2.40863 0.40 -0.04 0.09
C -4.53749 5.86310 1.14158 0.09 -0.20 0.22
H -5.40423 4.67978 -0.44402 0.10 -0.04 0.24
H -5.13566 2.51678 0.78730 0.10 0.40 0.19
H -4.11076 2.49369 3.05012 -0.10 0.18 -0.18
H -4.57474 3.29135 5.19594 0.28 -0.25 0.06
H -2.41829 4.19274 7.24258 0.11 -0.16 -0.16
H -1.95660 2.55480 8.99260 -0.31 -0.28 -0.07
H -2.49672 0.40227 10.14684 -0.21 0.26 -0.41
H -4.32132 -1.06590 9.28889 0.09 0.46 -0.13
H -5.51855 -0.41883 7.18167 0.16 0.16 0.20
H -5.03878 1.71216 6.07941 0.10 -0.22 0.22
H -2.69520 6.03370 6.77146 0.38 0.18 -0.22
H -0.60271 7.20281 7.36226 -0.22 0.16 -0.32
H 1.00693 7.85527 5.55645 -0.14 -0.22 -0.01
H 0.61785 7.03717 3.22960 -0.13 -0.08 0.20
H -1.28082 5.53407 2.73647 0.12 0.11 0.23
H -3.58651 6.77669 2.84694 -0.25 -0.36 -0.13
H -4.63410 6.81382 0.60643 -0.01 -0.42 0.26